{"formula": "C5H13NO2", "method": "ωB97M-V with the def2-TZVPD basis set", "smiles": "C[C@H](N)[C@@](C)(O)CO", "e_lumo_ha": 0.0272, "de_lowest_kj_mol": 246.69, "symbols": ["C", "C", "N", "C", "C", "O", "C", "O", "H", "H", "H", "H", "H", "H", "H", "H", "H", "H", "H", "H", "H"], "positions_angstrom": [[1.494, 0.400, -1.454], [1.109, 0.203, 0.003], [1.721, -1.035, 0.500], [-0.719, -0.112, 0.036], [-1.581, 0.675, -0.914], [-0.832, -1.478, -0.178], [-0.767, 0.284, 1.454], [-2.325, -0.043, 1.832], [1.092, -0.399, -2.085], [2.584, 0.428, -1.584], [1.123, 1.360, -1.824], [1.455, 1.064, 0.581], [1.832, -1.016, 1.511], [2.653, -1.179, 0.114], [-1.090, 1.544, -1.362], [-1.912, 0.082, -1.770], [-2.495, 1.069, -0.468], [0.031, -1.865, 0.121], [-0.719, 1.352, 1.644], [-0.222, -0.334, 2.160], [-2.433, -0.998, 1.681]], "forces_ev_per_a": [[0.2, 0.2, 0.0], [-1.3, -0.8, -1.7], [-0.1, 0.2, 0.3], [4.4, 0.8, 0.4], [-0.3, 0.6, -0.8], [0.2, -0.3, 0.2], [-5.5, -1.2, 1.1], [2.3, 0.5, 0.1], [0.0, 0.1, 0.1], [-0.1, -0.1, 0.0], [0.0, -0.2, 0.0], [-0.6, 0.1, 0.1], [-0.1, 0.0, -0.2], [-0.3, 0.0, -0.1], [0.3, -0.1, 0.2], [0.3, -0.3, 0.2], [0.2, -0.3, 0.4], [-0.4, 0.2, -0.2], [0.2, -0.1, -0.1], [0.4, 0.1, -0.2], [0.3, 0.5, 0.0]], "lowdin_charge": [-0.09, -0.31, 0.01, -0.50, -0.01, -0.02, -0.09, -0.14, 0.09, 0.07, 0.07, 0.12, 0.08, 0.09, 0.08, 0.09, 0.08, 0.09, 0.13, 0.11, 0.05]}

***

{"formula": "C6H7NS", "method": "ωB97M-V with the def2-TZVPD basis set", "smiles": "C#CSCCC=C=N", "e_lumo_ha": 0.0280, "de_lowest_kj_mol": 418.43, "symbols": ["C", "C", "S", "C", "C", "C", "C", "N", "H", "H", "H", "H", "H", "H", "H"], "positions_angstrom": [[-2.244, -1.965, 0.773], [-2.024, -1.103, -0.052], [-2.037, 0.366, -0.907], [-0.987, 1.419, 0.209], [0.357, 0.736, 0.421], [1.017, 0.016, -0.822], [2.223, -0.485, -0.720], [3.382, -0.875, -0.579], [-2.488, -2.810, 1.363], [-1.658, 1.541, 1.077], [-0.880, 2.367, -0.325], [0.858, 1.461, 1.057], [-0.028, -0.184, 1.128], [0.371, -0.178, -1.770], [4.138, -0.308, -0.853]], "forces_ev_per_a": [[0.2, 0.3, -1.1], [-0.7, 0.2, 1.1], [0.0, 0.1, -0.3], [-0.8, -0.7, -1.5], [-2.1, -3.2, 1.6], [-1.4, 0.8, -0.3], [1.2, 0.8, -0.2], [-2.2, -1.3, 0.5], [0.2, -0.1, 0.2], [1.0, 0.1, 0.0], [-0.2, -0.1, 0.0], [1.2, -0.4, -0.3], [1.5, 2.1, -1.3], [1.4, 0.4, 2.0], [0.8, 1.0, -0.5]], "lowdin_charge": [0.05, -0.55, 0.84, -0.46, -0.26, -0.13, -0.20, 0.14, 0.02, 0.08, 0.07, 0.10, 0.13, 0.11, 0.05]}

***

{"formula": "C5H6O2", "method": "ωB97M-V with the def2-TZVPD basis set", "smiles": "C#C[C@@H](C)OC=O", "e_lumo_ha": 0.0350, "de_lowest_kj_mol": 239.25, "symbols": ["C", "C", "C", "C", "O", "C", "O", "H", "H", "H", "H", "H", "H"], "positions_angstrom": [[-1.020, 2.376, -0.276], [-0.654, 1.239, -0.113], [-0.026, -0.038, 0.240], [-1.117, -1.100, 0.667], [0.661, -0.600, -0.924], [1.985, -0.496, -0.734], [2.535, 0.007, 0.207], [-1.458, 3.299, -0.570], [0.820, 0.330, 0.850], [-2.067, -0.585, 0.677], [-0.971, -1.597, 1.625], [-1.236, -1.908, -0.076], [2.550, -0.926, -1.574]], "forces_ev_per_a": [[-0.1, -0.8, -0.3], [0.0, 0.6, -0.3], [-1.1, -0.2, -0.5], [0.5, 0.3, -0.2], [0.5, 0.4, 0.6], [0.7, -0.2, -0.7], [0.2, -0.1, -0.1], [0.1, 0.1, 0.2], [-0.9, -1.1, 0.8], [-0.2, 0.1, 0.3], [0.3, 0.3, 0.1], [0.5, 0.5, 0.1], [-0.3, -0.1, 0.0]], "lowdin_charge": [0.14, -0.08, -0.32, 0.00, 0.00, -0.33, 0.07, 0.03, 0.13, 0.07, 0.07, 0.09, 0.15]}

***

{"formula": "C42H39InN3O2P2S", "method": "ωB97M-V with the def2-TZVPD basis set", "e_lumo_ha": -0.0979, "charge": 1, "symbols": ["In", "O", "C", "C", "C", "C", "C", "C", "C", "N", "N", "C", "O", "C", "C", "C", "C", "C", "C", "H", "H", "H", "H", "H", "H", "H", "H", "H", "H", "C", "S", "C", "C", "C", "N", "P", "C", "C", "C", "C", "C", "C", "C", "C", "C", "C", "C", "C", "P", "C", "C", "C", "C", "C", "C", "C", "C", "C", "C", "C", "C", "H", "H", "H", "H", "H", "H", "H", "H", "H", "H", "H", "H", "H", "H", "H", "H", "H", "H", "H", "H", "H", "H", "H", "H", "H", "H", "H", "H", "H"], "positions_angstrom": [[0.157, -0.312, 0.936], [-0.424, -0.281, 2.884], [-1.188, 0.741, 3.292], [-2.145, 0.459, 4.274], [-2.977, 1.437, 4.776], [-2.881, 2.753, 4.332], [-1.925, 3.059, 3.388], [-1.075, 2.084, 2.844], [-0.096, 2.574, 1.876], [0.540, 1.802, 1.080], [1.448, 2.325, 0.172], [2.009, 1.351, -0.498], [1.769, 0.077, -0.322], [2.985, 1.684, -1.563], [3.238, 3.012, -1.901], [4.144, 3.306, -2.905], [4.801, 2.281, -3.574], [4.548, 0.959, -3.240], [3.640, 0.658, -2.236], [-2.200, -0.560, 4.635], [-3.705, 1.176, 5.533], [-3.524, 3.522, 4.733], [-1.808, 4.082, 3.053], [0.093, 3.646, 1.822], [2.722, 3.800, -1.372], [4.341, 4.337, -3.167], [5.514, 2.515, -4.353], [5.063, 0.161, -3.758], [3.432, -0.368, -1.969], [-2.824, -4.688, -4.934], [-3.170, -5.485, -3.355], [-4.252, -4.261, -2.566], [-3.564, -3.400, -1.509], [-2.456, -2.548, -2.114], [-1.633, -1.805, -1.127], [-2.072, -0.302, -0.454], [-3.765, -0.374, 0.126], [-3.983, -0.870, 1.410], [-5.277, -1.040, 1.874], [-6.350, -0.708, 1.059], [-6.136, -0.196, -0.215], [-4.844, -0.024, -0.684], [-2.034, 0.974, -1.725], [-1.437, 0.793, -2.966], [-1.299, 1.867, -3.835], [-1.746, 3.123, -3.460], [-2.339, 3.311, -2.218], [-2.482, 2.242, -1.350], [-0.240, -2.486, -0.427], [-0.652, -4.082, 0.271], [-1.101, -4.116, 1.592], [-1.561, -5.303, 2.135], [-1.573, -6.456, 1.360], [-1.115, -6.429, 0.050], [-0.649, -5.245, -0.498], [0.988, -2.790, -1.708], [2.120, -3.525, -1.355], [3.134, -3.721, -2.277], [3.026, -3.187, -3.555], [1.905, -2.453, -3.908], [0.888, -2.253, -2.986], [-2.218, -5.382, -5.513], [-2.268, -3.757, -4.826], [-3.744, -4.501, -5.485], [-5.065, -4.817, -2.098], [-4.704, -3.650, -3.350], [-3.148, -4.053, -0.742], [-4.307, -2.769, -1.021], [-2.872, -1.823, -2.822], [-1.778, -3.190, -2.682], [-3.141, -1.112, 2.049], [-5.447, -1.420, 2.872], [-7.361, -0.837, 1.421], [-6.977, 0.071, -0.840], [-4.677, 0.382, -1.674], [-1.070, -0.181, -3.258], [-0.834, 1.720, -4.800], [-1.629, 3.961, -4.134], [-2.686, 4.291, -1.924], [-2.940, 2.399, -0.378], [-1.084, -3.216, 2.200], [-1.902, -5.332, 3.161], [-1.934, -7.383, 1.783], [-1.126, -7.330, -0.548], [-0.304, -5.225, -1.524], [2.214, -3.950, -0.362], [4.008, -4.292, -1.998], [3.818, -3.343, -4.274], [1.820, -2.035, -4.902], [0.020, -1.675, -3.267]], "forces_ev_per_a": [[-0.2, -0.1, 0.1], [0.0, -0.1, 0.0], [0.1, 0.0, 0.1], [0.0, 0.0, 0.0], [0.0, 0.0, 0.0], [0.1, 0.0, -0.1], [-0.1, 0.0, 0.1], [0.1, 0.1, -0.1], [0.0, -0.1, 0.1], [0.1, 0.4, 0.0], [-0.2, -0.2, 0.1], [0.1, -0.1, -0.1], [0.2, 0.0, -0.1], [-0.1, 0.1, 0.1], [0.0, 0.0, 0.0], [0.0, 0.0, 0.0], [0.0, 0.0, 0.0], [0.0, 0.0, 0.0], [0.0, 0.0, 0.0], [0.0, 0.0, 0.0], [0.0, 0.0, 0.0], [0.0, 0.0, 0.0], [0.0, 0.0, 0.0], [0.0, 0.0, 0.0], [0.0, 0.0, 0.0], [0.0, 0.0, 0.0], [0.0, 0.0, 0.0], [0.0, 0.0, 0.0], [0.0, 0.0, 0.0], [0.0, 0.0, -0.1], [0.0, 0.0, 0.0], [-0.1, 0.0, 0.0], [0.1, 0.0, 0.0], [0.1, 0.1, 0.0], [0.0, 0.0, 0.0], [0.2, 0.1, -0.2], [-0.1, -0.1, 0.0], [0.0, 0.0, 0.0], [0.0, 0.0, 0.0], [0.0, 0.0, 0.0], [0.0, 0.0, 0.0], [0.0, 0.0, 0.0], [-0.1, 0.0, 0.0], [0.0, 0.0, 0.0], [0.0, 0.0, 0.0], [0.0, 0.0, 0.0], [0.0, 0.0, 0.0], [0.0, 0.0, 0.0], [0.1, 0.0, 0.0], [-0.1, 0.0, 0.0], [0.0, 0.0, 0.0], [0.0, 0.0, 0.0], [0.0, 0.0, 0.0], [0.0, 0.0, 0.0], [0.0, 0.0, 0.0], [-0.1, -0.1, -0.1], [0.0, 0.0, 0.1], [0.0, 0.0, 0.0], [0.0, 0.0, 0.0], [0.0, 0.0, 0.0], [0.0, 0.0, 0.0], [0.0, 0.0, 0.0], [0.0, 0.0, 0.0], [0.0, 0.0, 0.0], [0.0, 0.0, 0.0], [0.0, 0.0, 0.0], [0.1, 0.0, 0.0], [-0.1, 0.1, 0.0], [0.0, 0.0, 0.0], [0.0, 0.0, 0.0], [0.0, 0.0, 0.0], [0.0, 0.0, 0.0], [0.0, 0.0, 0.0], [0.0, 0.0, 0.0], [0.0, 0.0, 0.0], [-0.1, 0.1, 0.0], [0.0, 0.0, 0.0], [0.0, 0.0, 0.0], [0.0, 0.0, 0.0], [0.0, 0.0, 0.0], [0.0, 0.0, 0.0], [0.0, 0.0, 0.0], [0.0, 0.0, 0.0], [0.0, 0.0, 0.0], [0.0, 0.0, 0.0], [0.0, 0.0, 0.0], [0.0, 0.0, 0.0], [0.0, 0.0, 0.0], [0.0, 0.0, 0.0], [0.0, -0.1, 0.0]], "lowdin_charge": [0.77, -0.20, -0.35, -0.03, -0.07, -0.08, -0.04, -0.14, -0.04, -0.09, 0.10, -0.42, -0.16, -0.15, -0.02, -0.07, -0.08, -0.07, -0.02, 0.12, 0.11, 0.11, 0.11, 0.14, 0.11, 0.11, 0.11, 0.10, 0.10, -0.41, 0.82, -0.48, -0.24, -0.24, -0.42, 0.99, -0.35, -0.08, -0.05, -0.05, -0.06, -0.08, -0.35, -0.07, -0.06, -0.06, -0.06, -0.09, 0.98, -0.36, -0.09, -0.06, -0.05, -0.06, -0.09, -0.35, -0.08, -0.06, -0.06, -0.06, -0.08, 0.03, 0.02, 0.04, 0.08, 0.08, 0.10, 0.10, 0.12, 0.08, 0.09, 0.11, 0.11, 0.11, 0.11, 0.07, 0.11, 0.11, 0.11, 0.12, 0.10, 0.11, 0.11, 0.11, 0.11, 0.12, 0.11, 0.11, 0.11, 0.07]}

***

Highest occupied orbital energy (eV)
-8.90 -8.63 -10.15 -10.28
Kohn-Sham gap (eV)
9.639 9.391 11.107 7.616